1.
DFT (ωB97M-V/def2-TZVPD) results for an isolated molecule of C5H14N2O in a non-equilibrium geometry.

Geometry as XYZ:
```
22
C5H14N2O | the OMol25 dataset | ωB97M-V/def2-TZVPD
C -2.0587 0.3876 -0.8841
C -1.3178 0.3924 0.4452
O -1.6846 1.5292 1.2030
C 0.2820 0.3284 0.3191
C 0.8580 0.3809 1.7325
C 0.6944 -0.9326 -0.4357
N 0.4151 -0.8351 -1.8421
N 2.1819 -1.2184 -0.2507
H -1.7346 1.2262 -1.4997
H -3.1287 0.4793 -0.7048
H -1.8610 -0.5285 -1.4289
H -1.6355 -0.4591 1.0551
H -1.5273 2.3118 0.6619
H 0.5994 1.2109 -0.2492
H 0.3622 1.1646 2.3006
H 0.6861 -0.5639 2.2457
H 1.9257 0.5900 1.7225
H 0.1622 -1.8032 -0.0364
H 0.9432 -0.0730 -2.2546
H 0.6918 -1.6918 -2.3069
H 2.7339 -0.3983 -0.4875
H 2.4122 -1.4971 0.6951
```

E: -383.65210 Eh
HOMO level: -9.16 eV
Charge: 0
LUMO level: 0.994 eV
SMILES: C[C@H](O)[C@@H](C)C(N)N
Energy above the lowest of the compared OMol25 structures with the same formula, charge and spin: 30.50 kcal/mol

Atomic partial charges in e from the Mulliken method, atoms 1 to 5: C -1.384; C -0.126; O -0.557; C 0.739; C -1.801

2.
DFT (ωB97M-V/def2-TZVPD) results for C32H31AsCl2F6N6NbO3STe as an isolated structure in a non-equilibrium geometry.

Geometry as XYZ:
```
84
C32H31AsCl2F6N6NbO3STe | the OMol25 dataset | ωB97M-V/def2-TZVPD
Nb 0.2387 -1.7361 -0.2509
Cl 5.4533 -0.0092 4.0455
C 4.7579 -0.4700 2.5177
C 3.5871 -1.2295 2.6293
C 2.8022 -1.4379 1.5412
N 1.5935 -2.0565 1.5128
C 0.9016 -2.4265 2.6584
O 1.2506 -2.3219 3.8796
C -0.3988 -3.0443 2.3417
C -1.1888 -3.3642 3.4438
C -2.5033 -3.7910 3.2587
C -2.9569 -4.1201 1.9242
C -2.1684 -3.6874 0.8430
N -0.9190 -3.1993 1.0744
C 3.2242 -1.0544 0.2210
C 4.3325 -0.2697 0.0983
C 5.1651 -0.0860 1.1959
Cl 6.7635 0.5546 1.0304
N 2.2823 -1.3989 -0.8043
C 2.7060 -1.6751 -2.1008
O 3.7353 -1.2816 -2.6776
C 1.8114 -2.6157 -2.7545
C 1.9336 -3.0770 -4.0522
C 1.0463 -4.0571 -4.5494
C -0.0620 -4.4534 -3.8173
C -0.2675 -3.9066 -2.5626
N 0.5938 -2.9098 -2.0848
H 3.1827 -1.6432 3.5418
H -0.7392 -3.2451 4.4388
H -3.2122 -3.8906 4.0925
H -3.9409 -4.5800 1.7680
H -2.5624 -3.6901 -0.1475
H 4.6636 0.0257 -0.8840
H 2.6835 -2.6580 -4.7425
H 1.2448 -4.3737 -5.5868
H -0.8294 -5.1477 -4.1833
H -1.1135 -4.2756 -1.9699
C -0.0963 1.8452 3.7871
C -0.5800 2.5069 2.5052
N -1.6569 1.7421 1.8380
C -3.0339 1.9955 2.2832
C -3.6414 3.3020 1.8248
C -1.4396 0.9451 0.8103
S 0.2383 0.5382 0.3650
N -2.4271 0.4352 0.1006
C -2.3508 -0.4922 -0.8720
O -1.5990 -1.6197 -0.8164
C -3.2883 -0.4577 -1.9874
C -3.3201 -1.5181 -2.9085
C -4.1014 -1.3820 -4.0704
C -4.8055 -0.2123 -4.3907
C -4.7746 0.8331 -3.4690
C -4.0559 0.6653 -2.2448
H -0.9305 1.3489 4.2999
H 0.2585 2.6697 4.4460
H 0.7655 1.2045 3.6059
H 0.2617 2.7671 1.8484
H -0.9144 3.5086 2.6708
H -2.9648 2.0536 3.3973
H -3.5751 1.1384 1.8641
H -3.6969 3.3825 0.7284
H -3.0286 4.2080 2.1539
H -4.6792 3.4510 2.2225
H -2.7458 -2.4777 -2.6908
H -4.2983 -2.2202 -4.7142
H -5.3328 -0.0636 -5.3600
H -5.3726 1.7148 -3.6729
H -4.1555 1.4011 -1.4275
F 3.4802 2.8267 0.0370
As 3.6210 3.5058 1.6929
F 5.1456 2.6698 1.9597
F 2.8070 1.9987 2.2241
F 3.7194 4.1163 3.3251
F 2.0506 4.4157 1.4054
F 4.4792 4.9202 1.1088
C 2.5686 3.1066 -2.9078
Te 0.4588 3.3937 -2.9787
C 0.3326 4.6731 -1.2625
H 2.8736 3.4661 -1.9098
H 3.0263 3.6986 -3.7670
H 2.8083 2.0333 -2.9714
H -0.0246 5.5978 -1.6638
H 1.2953 4.7307 -0.7425
H -0.3915 4.2364 -0.5650
```

E: -6270.34084 Eh
HOMO level (alpha / beta): -11.50 / -11.38 eV
Charge: +2
LUMO level (alpha / beta): -8.570 / -8.940 eV
Energy above the lowest of the compared OMol25 structures with the same formula, charge and spin: 51.73 kcal/mol
Multiplicity: 2

Atomic partial charges in e from the Mulliken method, atoms 1 to 5: Nb -0.412; Cl -0.053; C 0.124; C -0.952; C 0.400

3.
DFT (ωB97M-V/def2-TZVPD) results for C32H53HoNP2 as an isolated structure in a non-equilibrium geometry.

Geometry as XYZ:
```
89
C32H53HoNP2 | the OMol25 dataset | ωB97M-V/def2-TZVPD
Ho -1.7728 -1.1216 0.7025
C -1.6876 -1.4894 3.0903
C -2.4706 -0.3012 2.9379
C -3.5762 -2.0144 1.8330
C -2.3758 -2.5574 2.4307
C -3.6200 -0.6087 2.1459
C -0.2815 -1.5597 3.5924
H 0.1928 -0.5711 3.6140
H 0.3482 -2.2135 2.9660
H -0.2226 -1.9578 4.6168
C -1.7942 -3.8835 2.1166
H -1.1532 -4.2306 2.9372
H -1.1499 -3.8983 1.2142
H -2.5824 -4.6229 1.9379
C -4.3447 -2.6686 0.7493
H -4.4396 -3.7408 0.9608
H -3.8847 -2.5817 -0.2681
H -5.3467 -2.2254 0.6709
C -4.6033 0.3601 1.5962
H -5.5547 0.3027 2.1454
H -4.8346 0.1739 0.5371
H -4.2438 1.3949 1.6730
C -2.0693 1.0669 3.3611
H -2.8785 1.5727 3.9052
H -1.8180 1.7189 2.5072
H -1.1981 1.0382 4.0234
C 2.9715 0.3892 0.1262
C 2.8678 0.6345 1.4428
C 1.7581 1.3908 2.1121
C 1.3404 2.7523 1.4888
C 0.2802 2.8490 0.5085
C 0.1507 2.4018 -0.8879
C 0.9644 1.1284 -1.2970
C 2.4311 1.3054 -0.9132
H 2.0999 1.6130 3.1390
H 2.2645 3.2768 1.1869
H 0.8526 0.7775 2.2342
H 2.5106 2.3691 -0.4497
H 3.6366 -0.4034 -0.2401
H 3.5333 0.1234 2.1424
H 3.0474 1.2380 -1.8246
H 0.5344 0.2227 -0.8326
H -0.9173 2.1617 -1.0812
H 0.8544 0.9372 -2.3787
H 0.9854 3.3829 2.3297
H -0.6838 3.1982 0.9128
P 3.1315 3.8058 -1.0522
C 4.7471 3.2642 -1.6029
C 3.2496 5.2188 0.0521
P 0.2278 3.9060 -1.9049
C 1.9786 4.1131 -2.4054
C -0.2183 5.3816 -0.9672
C -0.7826 3.8208 -3.3869
H 4.6506 2.6015 -2.4751
H 5.2367 2.7157 -0.7829
H 5.3336 4.1563 -1.8622
H 3.9061 5.9517 -0.4448
H 3.7193 4.9180 0.9978
H 2.2779 5.6851 0.2596
H -0.4977 4.6340 -4.0736
H -1.8426 3.9453 -3.1207
H -0.6425 2.8596 -3.9005
H 2.2125 3.4633 -3.2660
H 2.1244 5.1623 -2.7237
H -1.2739 5.6217 -1.1708
H 0.4028 6.2342 -1.2846
H -0.0806 5.2059 0.1099
C 1.4744 -5.4546 0.9416
N 0.4482 -4.8984 0.0716
C -0.2024 -5.9536 -0.6958
C 0.9363 -3.7650 -0.7048
C -0.0713 -3.1937 -1.6717
C -0.1467 -3.7269 -2.9658
C -1.1239 -3.2943 -3.8607
C -1.9648 -2.2417 -3.5052
C -1.8157 -1.6142 -2.2454
C -0.9125 -2.1512 -1.3303
H 2.2879 -5.9264 0.3684
H 1.0249 -6.2192 1.5844
H 1.9023 -4.6698 1.5693
H -1.1040 -5.5883 -1.2046
H 0.4709 -6.4019 -1.4529
H -0.4973 -6.7463 0.0031
H 1.2565 -2.9984 0.0170
H 1.8344 -4.0631 -1.2814
H 0.5685 -4.5062 -3.2564
H -1.2059 -3.7760 -4.8403
H -2.7367 -1.8997 -4.1972
H -2.4043 -0.7062 -2.0534
```

E: -2936.07564 Eh
HOMO level (alpha / beta): -8.93 / -6.81 eV
Charge: +1
LUMO level (alpha / beta): -2.652 / -3.507 eV
Multiplicity: 5

Atomic partial charges in e from the Mulliken method, atoms 1 to 5: Ho -0.037; C 0.275; C 0.279; C 0.257; C 0.742